No. 1
Density functional theory data (ωB97M-V with the def2-TZVPD basis set) for C26H50Cl2O5SSi2TeTi as an isolated structure.

Computed properties:
Spin multiplicity = 2
HOMO energy (alpha / beta) = -9.72 / -9.72 eV
Total charge = +1
Expectation value of S² = 0.7538

Last column: Löwdin spin population.
CARTESIAN COORDINATES (ANGSTROEM)
Ti  1.10  -1.15  -1.22  0.955
C  0.25  -0.33  -4.34  0.000
C  -0.33  0.77  -3.43  0.000
O  0.51  0.97  -2.30  0.006
C  1.63  1.82  -2.58  0.001
C  2.23  2.22  -1.24  0.001
O  2.23  1.11  -0.34  0.008
C  3.50  0.59  0.04  0.000
C  4.14  -0.21  -1.10  0.001
O  3.09  -0.66  -1.97  0.014
C  3.52  -1.45  -3.08  0.002
C  2.45  -1.33  -4.17  0.001
O  1.17  -1.10  -3.57  0.000
H  0.76  0.09  -5.20  0.000
H  -0.55  -0.99  -4.71  0.000
H  -1.31  0.50  -3.03  0.000
H  -0.44  1.70  -3.98  0.000
H  1.29  2.71  -3.10  0.000
H  2.35  1.30  -3.21  0.000
H  1.59  2.98  -0.78  0.000
H  3.23  2.63  -1.38  0.000
H  3.28  -0.06  0.88  0.000
H  4.17  1.38  0.37  0.000
H  4.70  -1.06  -0.70  0.000
H  4.83  0.40  -1.70  0.000
H  3.67  -2.48  -2.76  0.000
H  4.46  -1.05  -3.47  0.000
H  2.43  -2.24  -4.77  0.000
H  2.68  -0.48  -4.82  0.000
Cl  -1.26  -1.69  -1.41  0.014
C  -1.39  -3.37  -2.00  0.009
C  -2.68  -3.82  -2.20  0.000
C  -2.84  -5.12  -2.66  0.000
C  -1.73  -5.90  -2.90  0.000
C  -0.45  -5.41  -2.67  0.000
Cl  0.90  -6.45  -2.98  0.000
C  -0.23  -4.10  -2.20  0.006
S  1.38  -3.51  -1.86  0.000
H  -3.53  -3.18  -2.01  0.000
H  -3.83  -5.52  -2.83  0.000
H  -1.83  -6.92  -3.27  0.000
C  1.64  -1.45  2.82  -0.001
C  1.36  -2.37  1.65  -0.003
C  2.43  -3.44  1.54  -0.001
C  -0.02  -3.00  1.77  -0.001
O  1.36  -1.57  0.45  -0.028
H  1.51  -1.99  3.76  0.000
H  0.96  -0.59  2.82  0.000
H  2.67  -1.08  2.80  0.000
H  2.59  -3.89  2.52  0.000
H  3.38  -2.99  1.22  0.000
H  2.16  -4.22  0.83  0.000
H  -0.07  -3.61  2.67  0.000
H  -0.23  -3.64  0.91  0.000
H  -0.80  -2.23  1.83  0.000
C  -0.98  6.08  1.13  0.000
Si  -1.41  4.41  0.42  0.000
C  -0.87  4.31  -1.36  0.000
C  -3.25  4.12  0.53  0.000
C  -0.51  3.12  1.44  0.004
Te  -0.90  1.09  0.89  0.006
C  -2.65  0.83  2.08  0.003
Si  -2.43  0.69  3.95  0.000
C  -2.25  -1.11  4.40  0.000
C  -0.94  1.60  4.61  0.000
C  -3.97  1.41  4.73  0.000
H  -1.47  6.89  0.58  0.000
H  0.09  6.26  1.10  0.000
H  -1.30  6.15  2.17  0.000
H  -1.50  4.95  -1.99  0.000
H  -0.97  3.28  -1.74  0.000
H  0.16  4.64  -1.50  0.000
H  -3.79  4.89  -0.03  0.000
H  -3.60  4.16  1.57  0.000
H  -3.53  3.15  0.12  0.000
H  -0.80  3.19  2.49  0.000
H  0.58  3.25  1.43  0.000
H  -3.10  -0.09  1.71  0.000
H  -3.34  1.64  1.82  0.000
H  -1.22  -1.46  4.24  0.000
H  -2.91  -1.75  3.82  0.000
H  -2.48  -1.26  5.46  0.000
H  -0.06  1.47  3.97  0.000
H  -0.69  1.21  5.60  0.000
H  -1.12  2.68  4.73  0.000
H  -4.86  0.86  4.41  0.000
H  -4.10  2.45  4.45  0.000
H  -3.92  1.36  5.82  0.000



No. 2
Density functional theory data (ωB97M-V with the def2-TZVPD basis set) for C26H50CrNOP3 as an isolated structure at a distorted geometry.

Computed properties:
Spin multiplicity = 4
HOMO energy (alpha / beta) = -15.91 / -15.35 eV
Total charge = +3
Expectation value of S² = 3.8171

Last column: Löwdin spin population.
CARTESIAN COORDINATES (ANGSTROEM)
Cr  -0.30  0.02  -0.15  2.033
P  -1.82  -1.21  1.89  -0.026
P  -1.28  -0.35  -2.17  0.008
P  -1.59  2.01  1.07  0.000
H  2.38  0.78  0.19  -0.002
C  1.73  1.14  1.02  -0.006
C  1.37  0.36  2.08  -0.008
H  1.57  -0.72  2.08  0.000
C  -1.51  -2.91  2.50  -0.003
C  -3.51  -1.43  1.22  -0.005
C  -2.13  -0.47  3.54  -0.004
C  0.18  -0.04  -3.22  -0.002
C  -1.96  -1.87  -2.90  0.000
C  -2.53  0.89  -2.55  0.009
C  -1.05  2.66  2.70  -0.005
C  -3.41  2.04  1.25  -0.001
C  -1.44  3.60  0.18  0.009
H  1.49  2.20  0.96  0.002
H  0.77  0.75  2.90  -0.001
H  -0.64  -2.93  3.17  0.000
H  -1.33  -3.62  1.69  0.000
H  -2.39  -3.25  3.07  -0.001
H  -3.49  -1.94  0.25  0.000
H  -4.01  -0.47  1.08  0.000
H  -4.10  -2.05  1.91  -0.001
H  -1.19  -0.11  3.96  0.000
H  -2.53  -1.24  4.20  -0.001
H  -2.84  0.37  3.51  0.000
H  0.01  0.82  -3.87  0.000
H  0.33  -0.94  -3.82  0.000
H  1.11  0.09  -2.65  0.000
H  -2.39  -1.61  -3.88  -0.001
H  -2.75  -2.29  -2.27  0.000
H  -1.17  -2.62  -3.01  0.000
H  -2.83  0.74  -3.59  0.001
H  -2.14  1.91  -2.39  0.001
H  -3.40  0.73  -1.90  0.000
H  -1.53  3.63  2.87  -0.001
H  0.03  2.80  2.72  0.000
H  -1.34  2.00  3.53  0.000
H  -3.73  3.08  1.37  0.000
H  -3.77  1.47  2.12  0.000
H  -3.89  1.64  0.35  0.000
H  -1.80  4.42  0.81  0.001
H  -1.99  3.56  -0.77  0.000
H  -0.39  3.76  -0.07  0.001
C  1.21  3.66  -2.15  0.018
C  1.39  3.57  -3.53  0.285
C  1.66  4.74  -4.26  0.204
C  1.79  5.98  -3.62  0.014
C  1.68  6.04  -2.23  0.241
C  1.45  4.89  -1.50  0.227
O  0.71  2.67  -1.35  0.000
H  0.53  1.71  -1.61  0.010
H  1.29  2.61  -4.06  0.011
H  1.74  4.70  -5.34  0.006
H  1.94  6.89  -4.20  -0.003
H  1.76  7.00  -1.71  0.008
H  1.38  4.93  -0.42  0.008
C  2.21  -3.25  2.45  0.000
N  3.26  -2.46  1.75  0.001
C  4.58  -3.16  1.86  0.000
C  2.94  -2.02  0.30  0.001
C  1.71  -2.67  -0.26  0.002
C  1.93  -3.98  -0.74  -0.003
C  0.88  -4.82  -1.02  0.010
C  -0.42  -4.35  -0.84  -0.003
C  -0.61  -3.00  -0.49  0.008
C  0.43  -2.09  -0.29  -0.043
H  2.09  -4.23  1.97  0.000
H  1.26  -2.70  2.42  0.000
H  2.52  -3.38  3.49  0.000
H  3.35  -1.58  2.28  0.000
H  4.51  -4.13  1.35  0.000
H  5.34  -2.53  1.38  0.000
H  4.82  -3.31  2.92  0.000
H  2.89  -0.93  0.32  0.000
H  3.84  -2.29  -0.27  0.000
H  2.97  -4.32  -0.87  -0.001
H  1.07  -5.86  -1.34  0.001
H  -1.27  -5.01  -1.01  0.000
H  -1.65  -2.70  -0.35  0.000



Summary of energy relative to the best compared isomer or geometry (same formula, charge and spin) in kJ/mol
89.6, 262.9
(order as listed above)